This record from the Open Molecules 2025 dataset describes a 5-piece molecular cluster, C3H15O5S2 overall at a distorted geometry. The level of theory is the ωB97M-V functional and the def2-TZVPD basis.

Output
- HOMO: -2.702 eV
- Net charge: -1
- Maximum force: 1.5 eV Å⁻¹
- HOMO-LUMO gap: 5.57 eV
- Energy: -35263.632 eV
- ΔE to the lowest compared entry with this formula, charge and spin: 0.000 eV

XYZ file:
```
25
Properties=species:S:1:pos:R:3:lowdin_charge:R:1
S -1.81 -0.33 -0.99 0.2291
S -1.72 -2.38 -0.88 -0.2606
O 0.40 -0.87 2.02 -0.0581
O 0.77 1.52 3.48 -0.0946
O 2.61 -0.72 -0.42 -0.1141
O -1.48 2.29 0.60 -0.1143
O 2.30 2.53 1.21 -0.0565
C -0.53 0.38 -2.08 -0.5706
C 0.85 0.37 -1.51 -0.2682
C 1.35 -1.01 -1.10 -0.2819
H -0.95 1.48 0.48 -0.0431
H 1.61 0.80 -2.14 0.1024
H 1.58 -1.60 -1.99 0.1185
H 0.41 -1.82 2.19 0.0578
H -1.07 1.33 -2.13 0.0421
H 3.03 1.97 1.52 0.0487
H -2.33 1.95 0.91 0.0245
H 0.56 0.64 3.14 -0.0165
H 0.65 2.15 2.76 -0.0039
H 0.92 0.99 -0.64 0.0697
H 3.10 -1.54 -0.32 0.0751
H 1.02 -0.78 1.28 0.0177
H 2.31 2.48 0.25 0.0282
H 0.70 -1.57 -0.44 0.0027
H -0.56 0.18 -3.14 0.0659
```


This record from the Open Molecules 2025 dataset describes an isolated ion of composition CH5N2S2 and charge +1 at a distorted geometry. The level of theory is the ωB97M-V functional and the def2-TZVPD basis.

Output
- HOMO: -14.274 eV
- Net charge: +1
- Maximum force: 2.9 eV Å⁻¹
- HOMO-LUMO gap: 10.09 eV
- Energy: -25761.984 eV
- ΔE to the lowest compared entry with this formula, charge and spin: 0.416 eV

XYZ file:
```
10
Properties=species:S:1:pos:R:3:lowdin_charge:R:1
S -1.54 -1.81 -1.16 0.4174
S 0.24 -1.49 -0.18 0.6168
N 1.35 0.50 1.23 0.1884
N -0.59 0.92 -0.03 0.1196
C 0.38 0.15 0.41 -0.7361
H -1.49 0.56 -0.49 0.0971
H -1.23 -2.07 -2.53 -0.0764
H -0.64 1.87 0.00 0.1004
H 2.21 -0.05 1.20 0.1476
H 1.31 1.42 1.55 0.1251
```


This record from the Open Molecules 2025 dataset describes one molecule with the formula C4H10OS at a distorted geometry. The level of theory is the ωB97M-V functional and the def2-TZVPD basis.

Output
- HOMO (alpha / beta): -4.168 / -9.882 eV
- Maximum force: 3.7 eV Å⁻¹
- HOMO-LUMO gap (alpha / beta): 5.12 / 8.27 eV
- Energy: -17186.738 eV
- 2S+1: 3
- ΔE to the lowest compared entry with this formula, charge and spin: 1.647 eV

XYZ file:
```
16
Properties=species:S:1:pos:R:3:lowdin_charge:R:1
S -1.13 -0.77 -1.60 0.7962
O -0.57 -0.97 -0.11 -0.5685
C -0.94 1.30 0.82 -0.1331
C 0.19 0.40 0.56 -0.3546
C 0.35 -1.16 -2.58 -0.3848
C 0.69 -0.06 1.88 -0.0966
H 0.03 -1.55 -3.52 0.0001
H -1.71 0.95 1.52 0.1023
H -1.51 1.53 -0.05 0.0481
H -0.66 2.21 1.25 0.0683
H -0.14 -0.50 2.30 0.0534
H 1.03 0.72 -0.24 0.1621
H 1.00 0.67 2.67 0.1074
H 0.94 -1.96 -2.05 0.0484
H 1.50 -0.72 1.70 0.0661
H 0.93 -0.11 -2.53 0.0853
```


This record from the Open Molecules 2025 dataset describes C54H68BHfN5O3SSi as an isolated structure at a distorted geometry. The level of theory is the ωB97M-V functional and the def2-TZVPD basis.

Output
- HOMO: -6.250 eV
- Maximum force: 2.6 eV Å⁻¹
- HOMO-LUMO gap: 5.49 eV
- Energy: -91392.733 eV
- ΔE to the lowest compared entry with this formula, charge and spin: 8.920 eV

XYZ file:
```
134
Properties=species:S:1:pos:R:3:lowdin_charge:R:1
Hf 0.03 -0.02 0.51 1.5885
S -0.98 -1.41 2.62 0.7145
Si -1.06 -0.89 5.98 0.4816
O -2.69 0.18 0.38 -0.2503
O 1.95 1.89 1.34 0.0480
O 2.09 0.86 3.36 0.1285
N 0.73 1.74 -1.87 -0.0749
N -0.86 -0.78 -1.81 0.0755
N 0.54 -2.10 0.08 -0.0808
N 1.73 -0.08 -0.75 -0.0500
N -0.93 1.16 2.36 -0.0975
C 0.70 -1.50 6.01 -0.1659
C 2.46 2.78 2.24 -0.2199
C -5.04 -0.01 0.57 -0.1507
C -0.01 3.63 -4.96 -0.1845
C 3.64 1.26 -4.62 -0.0826
C 0.46 3.91 -2.39 -0.1388
C -1.47 -0.06 7.61 -0.1923
C 0.24 -4.29 0.59 -0.1254
C -0.34 -3.08 0.03 -0.2713
C -0.31 0.62 -3.81 0.0509
C 2.59 -4.73 3.01 -0.0782
C 0.32 3.11 -3.59 -0.1225
C -3.73 -0.75 0.79 -0.1938
C -0.89 -0.43 -3.14 -0.1886
C -1.07 0.19 3.28 -0.7179
C 2.84 4.09 2.06 0.0057
C -3.22 -0.33 -5.71 -0.0761
C 3.84 -0.15 -1.52 -0.1053
C 0.27 1.79 -3.22 -0.1312
C -4.71 -2.85 -2.62 -0.0761
C 3.04 2.79 4.58 0.0045
C -3.35 -3.25 -3.21 -0.1814
C -0.12 5.86 -0.92 -0.0873
C -1.51 3.78 -5.19 -0.0769
C 3.33 4.76 3.19 -0.0948
C 0.65 3.11 -1.31 -0.0566
C 1.55 -4.00 0.86 -0.1182
C -4.63 1.44 0.84 -0.1479
C 3.42 4.13 4.42 -0.0959
C -1.04 2.81 4.07 -0.0494
C 5.27 -0.50 -1.83 -0.1900
C -2.26 -2.29 5.79 -0.1918
C -1.80 -1.34 -3.89 -0.1250
C -0.41 -6.38 -0.66 -0.0854
C -1.16 1.80 5.03 -0.0641
C 2.92 -1.99 0.11 0.0898
C 2.58 -4.89 1.48 -0.1836
C -0.89 2.45 2.76 -0.1339
C -1.60 -1.93 -1.72 -0.2287
C -0.44 -5.62 0.67 -0.1895
C 0.25 5.39 -2.32 -0.1876
C 2.56 2.15 3.47 -0.2174
C -1.52 -2.91 -0.75 0.0153
C -3.26 1.49 0.19 -0.2129
C 5.95 -1.49 -0.89 -0.1074
C -0.18 2.06 -0.68 -0.0519
C 1.76 -2.62 0.47 -0.2226
C 1.89 0.90 -1.63 -0.2171
C 2.91 -0.77 -0.66 -0.1945
C -1.16 0.46 4.67 -0.2281
C 3.71 1.85 -3.21 -0.1811
C -2.31 -2.19 -2.99 -0.1235
C 3.17 0.92 -2.16 -0.1132
C -2.08 -1.29 -5.36 -0.1915
B 1.67 0.67 2.04 -0.4921
H 4.74 2.11 -2.97 0.1060
H -2.02 2.82 -5.09 0.0550
H -2.22 -3.74 -0.81 0.1034
H -1.49 -0.81 8.41 0.0326
H 5.84 0.43 -1.83 0.1102
H -3.45 -3.44 -4.28 0.1036
H -3.58 -0.99 1.84 0.0851
H 0.48 4.59 -5.10 0.1115
H -3.62 -1.65 0.21 0.0875
H 0.62 -6.57 -0.97 0.0756
H -3.03 -4.19 -2.76 0.1028
H 2.76 4.56 1.09 0.1095
H -2.46 0.41 7.57 0.0366
H -2.60 2.22 0.64 0.0900
H -0.89 -5.80 -1.45 0.0625
H -1.72 4.16 -6.20 0.0749
H 2.84 -3.71 3.29 0.0760
H 1.60 -4.95 3.42 0.0756
H 0.82 -2.33 6.71 0.0348
H 0.98 -1.84 5.01 0.0167
H -1.23 2.07 6.07 0.0949
H -0.74 0.71 7.89 0.0305
H -3.37 -0.27 -6.79 0.0731
H -5.31 2.18 0.42 0.1159
H -1.96 4.47 -4.47 0.0698
H 0.66 5.60 -0.20 0.0650
H -2.19 -2.92 6.68 0.0320
H -5.38 -0.12 -0.46 0.1121
H -1.01 3.86 4.35 0.1066
H -5.04 -1.89 -3.03 0.0707
H 4.25 0.35 -4.69 0.0661
H 5.53 -2.49 -0.98 0.0658
H 2.62 0.98 -4.87 0.0625
H 3.64 5.80 3.10 0.0965
H -4.16 -0.67 -5.26 0.0689
H 3.14 2.78 -3.18 0.0978
H -0.73 3.18 1.98 0.1179
H 3.81 4.68 5.27 0.0966
H -1.17 -0.99 -5.89 0.1050
H -1.05 5.39 -0.58 0.0788
H -4.65 -2.75 -1.54 0.0591
H -0.51 5.69 -3.04 0.1068
H -1.20 2.18 -1.05 0.0809
H 7.02 -1.56 -1.12 0.0698
H 3.56 -4.63 1.08 0.1058
H 0.42 2.96 -5.71 0.1116
H 3.11 2.29 5.54 0.1174
H 0.03 -6.23 1.44 0.1052
H -5.82 -0.37 1.24 0.1168
H 4.00 1.97 -5.37 0.0699
H 5.34 -0.89 -2.85 0.1098
H 5.86 -1.17 0.16 0.0809
H -5.47 -3.60 -2.85 0.0732
H 3.85 -2.48 0.32 0.0958
H -0.52 0.69 -4.87 0.1006
H -2.32 -2.29 -5.71 0.1046
H 1.38 -0.70 6.30 0.0348
H -3.02 0.67 -5.33 0.0554
H -4.55 1.61 1.92 0.1203
H 3.32 -5.41 3.46 0.0703
H -2.04 -2.90 4.91 0.0012
H -3.29 -1.93 5.71 0.0349
H -1.48 -5.47 0.99 0.1120
H -0.93 -7.34 -0.59 0.0702
H 1.18 5.88 -2.64 0.1248
H 2.39 -5.93 1.21 0.1069
H -3.34 1.68 -0.88 0.1237
H -0.27 6.94 -0.89 0.0737
```


This record from the Open Molecules 2025 dataset describes C34H68CuO23S4 as an isolated structure at a distorted geometry. The level of theory is the ωB97M-V functional and the def2-TZVPD basis.

Output
- HOMO (alpha / beta): -8.771 / -8.772 eV
- Maximum force: 2.2 eV Å⁻¹
- HOMO-LUMO gap (alpha / beta): 8.39 / 7.08 eV
- Energy: -171428.696 eV
- 2S+1: 2
- ΔE to the lowest compared entry with this formula, charge and spin: 0.000 eV

XYZ file:
```
130
Properties=species:S:1:pos:R:3:lowdin_charge:R:1
Cu 0.16 -0.72 -2.44 0.6587
S 0.88 -5.86 2.92 0.6086
S 5.78 2.40 3.01 0.6164
S -3.84 -3.55 4.11 0.6148
S 0.26 -0.73 0.28 0.3087
O -0.26 1.25 -3.33 -0.2098
O 1.64 -0.69 0.73 -0.3182
O -2.51 3.19 2.24 -0.1174
O -0.73 -0.75 1.33 -0.2868
O 6.22 3.73 3.19 -0.2109
O 0.11 -1.89 -0.68 -0.3591
O 0.76 -6.55 4.15 -0.2170
O 0.00 0.35 -0.76 -0.3447
O 0.51 3.66 2.50 -0.1016
O 4.41 2.33 2.18 -0.2173
O -0.25 -2.35 -3.68 -0.2262
O -0.03 1.56 4.74 -0.1335
O 1.46 -6.53 1.80 -0.2381
O 1.61 -4.46 3.19 -0.1717
O -0.52 -5.21 2.49 -0.1874
O -4.28 -2.03 4.02 -0.1818
O 5.68 1.57 4.18 -0.2180
O 6.64 1.66 1.86 -0.1826
O -2.59 -3.71 4.78 -0.2119
O -4.95 -4.33 4.52 -0.2144
O -3.59 -3.73 2.52 -0.1962
O -2.21 -0.64 -2.64 -0.1949
O 2.23 -0.96 -2.80 -0.1948
C 3.29 -1.14 -1.82 -0.1322
C 2.10 0.54 4.64 -0.1394
C 0.66 0.50 4.07 -0.1851
C 1.83 3.83 0.49 -0.1494
C 4.43 1.11 1.44 -0.1788
C 2.74 -1.34 -4.06 -0.2007
C 4.15 -0.75 -4.05 -0.1403
C -4.37 -1.06 -3.42 -0.1418
C 1.13 -3.55 2.20 -0.1801
C -0.69 -2.37 -5.05 -0.1393
C -0.24 -3.68 -3.16 -0.1456
C 2.12 5.04 1.39 -0.1438
C -0.49 2.86 -4.95 -0.1499
C 4.60 -1.11 -2.64 -0.1398
C -3.72 -1.41 2.85 -0.1490
C -0.25 2.47 -2.58 -0.1559
C -3.77 -2.51 1.79 -0.1551
C -4.63 3.22 1.28 -0.1679
C -0.34 3.61 -3.62 -0.1317
C 5.81 1.20 0.80 -0.1675
C 0.65 3.11 1.22 -0.1988
C -1.43 -3.72 -5.22 -0.1292
C -3.89 2.00 0.77 -0.1780
C -3.24 -0.04 -3.40 -0.1983
C 2.02 1.53 5.83 -0.1472
C -2.86 -1.39 -1.57 -0.1592
C 0.50 1.58 6.05 -0.2220
C 0.17 1.54 -4.67 -0.1710
C -2.65 1.88 1.69 -0.1656
C -3.45 4.08 1.68 -0.2219
C -4.29 -1.67 -2.02 -0.1441
C 1.61 4.52 2.73 -0.2020
C -1.50 -4.25 -3.78 -0.1395
C -0.36 -3.83 2.10 -0.1555
H -2.29 -2.29 -1.37 0.1046
H -2.83 1.11 2.43 0.0980
H 1.30 5.32 3.41 0.1243
H 3.19 -0.31 -1.12 0.1007
H -2.96 -2.39 1.07 0.1019
H -0.80 -3.60 1.13 0.1114
H -5.35 -0.66 -3.67 0.1164
H 3.14 -2.05 -1.25 0.1313
H 4.81 -1.13 -4.83 0.1183
H 5.15 -2.04 -2.54 0.1159
H 5.82 1.94 -0.01 0.1314
H -1.84 1.61 1.00 0.0876
H 3.61 1.08 0.73 0.1056
H -0.06 3.44 -5.77 0.1178
H -4.99 -1.14 -1.36 0.1096
H -1.16 4.30 -3.42 0.1118
H -1.55 2.71 -5.15 0.1150
H -3.04 4.58 0.78 0.1175
H -1.40 -1.56 -5.16 0.1096
H 0.54 4.26 -3.62 0.1109
H -2.69 -1.11 3.06 0.1179
H -3.66 4.90 2.37 0.1218
H -0.87 -4.38 -5.88 0.1126
H -4.13 -1.79 -4.20 0.1055
H -4.33 -0.54 2.63 0.1221
H 2.84 -2.43 -4.14 0.1347
H -2.42 -3.92 -3.29 0.1063
H -4.50 -2.73 -1.96 0.1110
H 1.64 -3.69 1.24 0.1266
H 6.16 0.28 0.34 0.1287
H -2.93 0.18 -4.43 0.1162
H -0.21 3.23 0.56 0.1049
H -0.28 -3.69 -2.08 0.1148
H -3.53 0.91 -2.93 0.1276
H -5.33 3.62 0.55 0.1110
H 1.27 1.61 -4.67 0.1306
H -5.17 2.97 2.20 0.1181
H -1.13 2.46 -1.94 0.1218
H 2.42 3.98 3.24 0.1090
H -2.42 -3.60 -5.66 0.1090
H -4.51 1.10 0.75 0.0959
H 0.64 -4.21 -3.55 0.1373
H -0.89 -3.27 2.87 0.1079
H 2.69 3.17 0.43 0.0815
H 2.81 0.90 3.91 0.0774
H 0.19 0.70 6.63 0.1206
H -1.58 -5.34 -3.71 0.1246
H 2.42 2.49 5.52 0.1032
H 2.50 1.12 6.72 0.1086
H 0.67 2.55 -2.00 0.1078
H 1.53 4.07 -0.53 0.0891
H 1.03 2.08 1.15 0.0946
H 0.61 0.74 3.02 0.0839
H -2.78 -0.73 -0.70 0.1126
H -4.74 -2.57 1.29 0.1314
H 0.15 2.44 6.62 0.1192
H 2.41 -0.45 4.98 0.1092
H 3.19 5.24 1.49 0.1101
H -0.17 0.75 -5.34 0.1206
H 0.21 -0.48 4.25 0.1152
H 0.18 -2.30 -5.70 0.1184
H 4.39 0.28 2.15 0.1339
H 4.09 0.33 -4.13 0.1161
H -3.57 2.15 -0.27 0.0985
H 1.33 -2.52 2.51 0.1168
H 1.57 5.92 1.06 0.1104
H 2.12 -1.04 -4.91 0.1157
H 5.27 -0.34 -2.26 0.1024
```